(1)
Below is 10 unconnected molecules or ions with the total composition C13H44BF4O14 at a distorted geometry, with properties calculated with wB97M-V/def2-TZVPD.

Its frontier orbital gap is 9.70 eV. The calculation puts the energy above the lowest of the compared OMol25 structures with the same formula, charge and spin at 123.17 kcal per mole. Its LUMO energy is 0.076 Eh. As for the net charge: -1. The spin multiplicity is 1. The total energy is -1999.48227 Ha.

CARTESIAN COORDINATES (ANGSTROEM)
1 B -0.889 1.060 -0.045
2 F -1.336 0.549 -1.243
3 F -1.904 1.008 0.913
4 F 0.137 0.342 0.479
5 F -0.409 2.321 -0.268
6 O 1.144 -3.924 2.288
7 H 0.781 -3.945 3.174
8 H 0.761 -3.142 1.891
9 O 4.765 -1.796 3.640
10 H 5.202 -2.428 4.210
11 H 3.862 -1.772 3.956
12 O -6.670 -0.543 1.877
13 H -7.317 -0.359 1.197
14 H -5.827 -0.353 1.465
15 C -4.928 0.655 -6.118
16 C -4.959 1.915 -5.232
17 O -6.017 2.760 -5.693
18 O -4.715 0.810 -7.510
19 H -5.830 0.109 -5.843
20 H -4.091 0.061 -5.751
21 H -3.990 2.413 -5.195
22 H -5.085 1.777 -4.159
23 H -6.100 2.498 -6.613
24 H -5.002 0.019 -7.972
25 C 1.628 1.341 7.089
26 C 0.555 0.150 6.993
27 O 0.603 -0.240 5.689
28 O 1.134 2.574 6.562
29 H 2.629 1.161 6.697
30 H 1.894 1.376 8.146
31 H -0.450 0.571 7.012
32 H 0.672 -0.754 7.590
33 H 0.112 0.380 5.145
34 H 1.659 3.301 6.903
35 C 4.036 4.300 1.881
36 C 4.689 5.464 1.098
37 O 3.986 5.778 -0.140
38 O 4.400 3.035 1.230
39 H 2.951 4.213 1.819
40 H 4.263 4.279 2.947
41 H 5.738 5.199 0.962
42 H 4.626 6.354 1.724
43 H 3.923 6.729 -0.025
44 H 4.147 2.342 1.845
45 C 5.527 -5.507 -2.236
46 C 5.422 -4.302 -1.293
47 O 4.246 -3.559 -1.624
48 O 5.748 -5.344 -3.709
49 H 4.609 -6.090 -2.149
50 H 6.351 -6.123 -1.876
51 H 6.314 -3.675 -1.287
52 H 5.292 -4.760 -0.313
53 H 3.686 -3.772 -0.873
54 H 5.973 -6.241 -3.964
55 C -3.805 6.836 3.746
56 C -3.281 5.380 3.681
57 O -4.453 4.539 3.635
58 O -4.515 7.154 2.571
59 H -3.016 7.565 3.929
60 H -4.482 6.861 4.600
61 H -2.753 5.058 4.579
62 H -2.559 5.228 2.878
63 H -4.213 3.711 3.213
64 H -5.083 6.425 2.309
65 C -1.678 -5.159 -6.052
66 C -0.519 -5.122 -5.032
67 C -0.707 -6.256 -4.012
68 O 0.617 -5.440 -5.802
69 H -1.805 -6.108 -6.572
70 H -1.681 -4.345 -6.777
71 H -2.541 -5.016 -5.402
72 H -0.468 -4.200 -4.453
73 H 0.234 -6.644 -3.623
74 H -1.115 -7.195 -4.386
75 H -1.402 -6.012 -3.208
76 H 1.280 -5.475 -5.108

Forces on the atoms, in the same order (eV/Å):
-0.2 0.1 0.1
-0.6 -0.7 -1.0
-1.2 0.4 0.5
1.8 -1.7 0.6
0.0 1.9 -0.1
0.2 -0.3 0.0
-0.1 0.0 0.2
-0.1 0.4 -0.2
0.2 0.1 -0.1
0.1 -0.2 0.1
-0.4 0.1 0.0
-0.2 -0.1 0.2
-0.1 0.1 -0.1
0.4 0.1 -0.1
0.9 -1.0 2.2
0.2 0.6 -1.0
0.3 -0.1 0.1
-0.5 1.2 0.0
-0.3 -0.1 -0.6
0.1 -0.2 0.3
0.2 0.4 -0.8
-0.6 -1.0 -0.1
-0.2 0.4 -0.3
-0.1 0.0 0.2
-0.2 -0.8 2.1
0.7 2.8 -1.1
0.2 -1.9 -3.0
-0.5 -0.8 0.2
-0.3 -0.8 -0.9
-0.4 0.8 0.6
-0.1 0.3 1.7
0.4 0.5 0.5
0.1 0.0 -0.2
0.1 -0.1 0.0
-0.5 -1.4 -1.5
-1.3 -0.8 0.6
1.0 -0.1 1.3
0.8 1.0 0.7
-0.2 1.2 -0.1
0.6 0.2 0.0
0.0 0.0 -0.4
0.2 0.0 0.2
-0.4 0.1 -0.8
-0.1 -0.2 -0.1
0.5 -0.5 -1.0
-0.5 -0.5 -1.7
0.5 -0.2 0.7
-0.2 0.6 2.0
-0.1 0.1 0.2
0.1 -0.1 0.2
-0.1 0.1 -0.1
0.3 0.0 0.2
-0.6 0.5 -0.2
0.0 0.0 -0.3
-0.2 -1.6 0.1
-0.2 0.2 0.8
0.3 0.4 -0.6
0.4 0.8 -0.3
0.0 -0.1 -0.4
-0.1 0.1 0.3
0.2 0.6 0.3
-0.4 0.0 -0.5
0.0 -0.1 -0.1
0.0 -0.3 0.3
-0.5 0.8 1.4
-1.4 -2.2 -1.1
-0.5 -0.7 0.3
0.8 0.6 0.6
0.4 -0.1 0.2
0.3 0.0 0.1
-0.6 0.0 -0.3
0.2 0.4 -0.5
0.3 0.7 0.4
-0.3 0.2 -0.9
0.3 0.3 0.2
0.9 -0.1 -0.4

(2)
Below is C4H13N3 in the gas phase at a distorted geometry, with properties calculated with wB97M-V/def2-TZVPD.

Its frontier orbital gap is 10.18 eV. The calculation puts the energy above the lowest of the compared OMol25 structures with the same formula, charge and spin at 24.27 kcal per mole. Its LUMO energy is 0.041 Eh. As for the net charge: 0. Its SMILES is C[C@@H](N)CNCN. The spin multiplicity is 1. The total energy is -324.43625 Ha.

CARTESIAN COORDINATES (ANGSTROEM)
1 C 0.784 1.739 -0.952
2 C -0.638 1.177 -0.754
3 N -1.467 0.923 -1.940
4 C -0.563 -0.181 -0.032
5 N 0.246 -0.177 1.220
6 C 0.240 -1.533 1.825
7 N 1.047 -2.529 1.172
8 H 0.679 2.818 -0.846
9 H 1.441 1.456 -0.129
10 H 1.252 1.356 -1.858
11 H -1.236 1.902 -0.190
12 H -1.853 1.811 -2.265
13 H -0.867 0.765 -2.751
14 H -1.462 -0.775 0.168
15 H 0.036 -0.767 -0.738
16 H -0.269 0.366 1.900
17 H -0.815 -1.862 1.768
18 H 0.464 -1.597 2.890
19 H 0.936 -2.430 0.161
20 H 2.043 -2.461 1.353

Forces on the atoms, in the same order (eV/Å):
-0.6 0.0 0.7
-0.6 -0.8 0.9
0.5 1.0 -1.3
1.7 -0.5 0.5
0.0 -0.2 0.4
-0.9 -0.4 -0.4
0.1 0.0 -0.9
0.5 0.2 -0.8
-0.2 -0.2 0.1
-0.1 0.4 -0.3
0.3 -0.1 0.4
-0.4 0.0 0.5
0.2 -0.7 0.2
-0.5 0.7 -0.5
-0.2 -0.3 -0.1
0.0 0.5 0.1
0.2 -0.4 0.0
0.3 0.8 0.0
0.1 -0.3 0.4
-0.2 0.3 0.2

(3)
Below is C4H5NO2 in the gas phase, with properties calculated with wB97M-V/def2-TZVPD.

Its frontier orbital gap is 10.59 eV. The calculation puts the energy above the lowest of the compared OMol25 structures with the same formula, charge and spin at 28.53 kcal per mole. Its LUMO energy is 0.025 Eh. As for the net charge: 0. Its SMILES is O=C[C@H]1CN=CO1. The spin multiplicity is 1. The total energy is -360.62396 Ha.

CARTESIAN COORDINATES (ANGSTROEM)
1 O -2.635 0.610 0.151
2 C -1.744 -0.195 0.024
3 C -0.384 0.212 -0.505
4 C 0.570 0.848 0.548
5 N 1.664 -0.114 0.686
6 C 1.453 -1.009 -0.179
7 O 0.335 -0.949 -0.950
8 H -1.872 -1.267 0.276
9 H -0.558 0.874 -1.355
10 H 0.980 1.796 0.185
11 H 0.087 1.043 1.511
12 H 2.105 -1.850 -0.393

Forces on the atoms, in the same order (eV/Å):
0.4 -0.4 0.0
-0.3 0.4 0.0
0.0 0.1 0.0
-0.2 0.2 0.0
-0.1 -0.3 -0.3
0.2 0.1 0.2
0.0 0.0 0.0
0.0 0.1 0.0
0.1 0.0 0.0
-0.1 -0.1 0.1
0.0 -0.1 -0.2
-0.1 0.1 0.1

> Which of these has the lowest energy above the lowest of the compared OMol25 structures with the same formula, charge and spin?

C4H13N3